# 1
ORCA calculation (ωB97M-V/def2-TZVPD) on the molecule C22H35N3O.

The geometry in ORCA input format:
```
! RIJCOSX wB97M-V def2-TZVPD def2/J DEFGRID3
* xyz 0 1
C -0.4520 3.0933 -0.7514
C -1.7617 2.7548 -0.0172
C -1.7541 3.3764 1.3898
C -2.8794 3.4705 -0.7950
C -1.8366 1.2255 0.1330
C -0.7756 0.6592 0.8356
C -0.6567 -0.6995 1.0401
C 0.5285 -1.2348 1.7973
N 1.7583 -0.6047 1.3463
C 2.8902 -0.9269 2.1899
C 4.1107 -0.1371 1.7295
N 4.4305 -0.4824 0.3560
C 5.6571 0.1407 -0.0996
C 6.2409 -0.6258 -1.2980
C 7.5716 -0.1672 -1.5936
N 8.6277 0.2097 -1.8168
C 3.2916 -0.1692 -0.4889
C 2.0733 -0.9566 -0.0240
C -1.6352 -1.5386 0.5347
C -2.7283 -1.0418 -0.1528
C -3.8059 -1.9795 -0.6914
C -3.8927 -1.8478 -2.2184
C -3.5127 -3.4513 -0.3772
C -5.1573 -1.6367 -0.0486
C -2.8224 0.3527 -0.3492
O -3.9214 0.7882 -1.0307
H 0.4170 2.7158 -0.2231
H -0.4585 2.6534 -1.7471
H -0.3460 4.1718 -0.8518
H -2.6720 3.1216 1.9162
H -0.9174 3.0225 1.9828
H -1.6858 4.4604 1.3208
H -2.6395 4.5339 -0.8225
H -3.8469 3.3920 -0.2980
H -2.9363 3.1438 -1.8333
H 0.0099 1.2786 1.2352
H 0.4115 -0.9994 2.8612
H 0.5727 -2.3347 1.6993
H 2.6522 -0.6549 3.2214
H 3.1283 -2.0056 2.1568
H 4.9642 -0.3883 2.3638
H 3.8984 0.9414 1.8341
H 6.3814 0.1012 0.7188
H 5.5132 1.2011 -0.3721
H 5.6235 -0.4919 -2.1893
H 6.2771 -1.6909 -1.0553
H 3.5191 -0.4441 -1.5203
H 3.0573 0.9100 -0.4568
H 1.2148 -0.7124 -0.6531
H 2.2864 -2.0369 -0.1208
H -1.5267 -2.5977 0.6951
H -4.1851 -0.8444 -2.5067
H -4.6290 -2.5465 -2.6098
H -2.9276 -2.0736 -2.6681
H -3.4704 -3.6270 0.6953
H -2.5802 -3.7762 -0.8331
H -4.3135 -4.0659 -0.7838
H -5.0843 -1.7100 1.0348
H -5.4686 -0.6317 -0.3096
H -5.9190 -2.3332 -0.3926
H -3.9088 1.7464 -1.0877
*
```

Calculated values
gap between HOMO and LUMO = 8.83 eV
SMILES = CC(C)(C)c1cc(CN2CCN(CCC#N)CC2)cc(C(C)(C)C)c1O
highest occupied orbital energy = -8.244 eV

=====

# 2
ORCA calculation (ωB97M-V/def2-TZVPD) on a structure of composition C22H35NO3P2PtS in a non-equilibrium geometry.

The geometry in ORCA input format:
```
! RIJCOSX wB97M-V def2-TZVPD def2/J DEFGRID3
* xyz 0 3
P -0.8827 1.5032 0.8726
P 0.4329 -1.2448 -0.6834
C 0.7223 1.5085 0.0176
C 1.0314 0.4286 -1.0001
H 1.5087 1.5870 0.7758
H 0.6661 2.4647 -0.4956
H 0.6867 0.7234 -1.9979
H 2.0974 0.2375 -1.0485
C 1.7036 -2.1676 0.2087
H 1.3562 -3.2071 0.2653
H 1.7905 -1.7755 1.2303
H 2.6668 -2.1082 -0.3164
C 0.1156 -1.9755 -2.2991
H 1.0142 -1.8905 -2.9312
H -0.7278 -1.4507 -2.7689
H -0.1708 -3.0230 -2.1517
C -0.7054 2.1527 2.5494
H -1.6643 2.0598 3.0762
H -0.4126 3.2105 2.4947
H 0.0459 1.5804 3.1095
C -2.0301 2.6127 0.0163
H -2.2388 2.2409 -0.9944
H -1.6014 3.6214 -0.0324
H -2.9756 2.6345 0.5752
Pt -1.2598 -0.6058 0.6129
C 2.9512 2.0622 -2.3496
C 3.7601 1.5761 -1.3877
C 4.6685 2.4316 -0.5623
C 4.0571 3.7842 -0.0955
C 2.5725 3.8068 0.1253
C 1.6972 4.2481 -0.7970
C 2.0485 4.4985 -2.2347
C 3.0271 3.4683 -2.8649
C -2.9472 -0.2423 1.7887
H 2.3175 1.4077 -2.9549
H 3.9557 0.5036 -1.2745
H 5.5951 2.6707 -1.1152
H 4.9812 1.8499 0.3204
H 4.5435 4.0314 0.8586
H 4.3389 4.5655 -0.8158
H 2.2500 3.5673 1.1453
H 0.6890 4.5764 -0.5185
H 2.5080 5.4936 -2.3664
H 1.1113 4.5151 -2.8168
H 2.7884 3.4334 -3.9377
H 4.0552 3.8449 -2.7717
H -3.7914 -0.6971 1.2568
H -3.1186 0.8156 2.0167
H -2.7132 -0.8154 2.6956
O -0.7381 -3.0688 2.5689
C -1.6033 -3.3327 1.7369
N -1.8322 -2.5646 0.5899
S -3.0082 -3.0996 -0.4943
O -4.1006 -2.1672 -0.5974
O -2.4051 -3.6220 -1.6969
C -3.4063 -4.4162 0.6149
C -4.4687 -5.3005 0.4526
C -4.7140 -6.2409 1.4506
C -3.8965 -6.2898 2.5898
C -2.8419 -5.3880 2.7401
C -2.5939 -4.4375 1.7344
H -5.0696 -5.2259 -0.4455
H -5.5372 -6.9439 1.3452
H -4.0950 -7.0350 3.3618
H -2.2043 -5.3807 3.6201
*
```

Calculated values
gap between HOMO and LUMO (alpha / beta) = 4.38 / 5.69 eV
highest occupied orbital energy (alpha / beta) = -4.231 / -8.196 eV
⟨S²⟩ = 2.026

=====

# 3
ORCA calculation (ωB97M-V/def2-TZVPD) on a structure of composition C22H35O2Sb2Se2Ti.

The geometry in ORCA input format:
```
! RIJCOSX wB97M-V def2-TZVPD def2/J DEFGRID3
* xyz 1 1
Ti 1.6424 -0.6705 0.4839
C 2.6014 0.9351 1.8708
C 2.8998 -0.3230 2.4408
C 1.6839 -0.9236 2.8263
C 0.6346 -0.0224 2.5210
C 1.2000 1.1189 1.9113
H 3.3085 1.6517 1.4807
H 3.8746 -0.7776 2.5191
H 1.5773 -1.9000 3.2726
H -0.4098 -0.1388 2.7661
H 0.6610 1.9761 1.5373
O 2.4863 -2.9910 -4.3957
C 3.4147 -2.0958 -3.8171
C 2.8861 -1.7056 -2.4245
C 3.8309 -0.6368 -1.9148
O 3.6064 -0.4458 -0.5009
C 1.4511 -1.1759 -2.6158
Se 0.8300 0.4093 -1.5640
C 2.9739 -2.9793 -1.5672
Se 2.2017 -3.0491 0.2535
H 2.8014 -3.2684 -5.2611
H 3.5219 -1.1899 -4.4269
H 4.4025 -2.5600 -3.7161
H 3.6595 0.3088 -2.4334
H 4.8696 -0.9481 -2.0416
H 4.0711 0.3489 -0.2160
H 0.7335 -1.9767 -2.4770
H 1.3397 -0.8185 -3.6375
H 4.0229 -3.2495 -1.4437
H 2.4773 -3.7846 -2.1025
C -1.7192 5.3708 0.1169
Sb -1.0916 3.4138 -0.4954
C -1.5992 3.6715 -2.5597
C -2.9567 2.4227 0.0383
C -2.9198 1.7562 1.3812
C -3.0142 2.5679 2.5181
C -3.0343 2.0481 3.7973
C -2.9840 0.6702 3.9770
C -2.8864 -0.1464 2.8676
C -2.8240 0.3688 1.5681
C -2.6917 -0.6056 0.4319
Sb -0.8952 -1.7904 0.4108
C -1.3789 -2.9430 -1.3006
C -1.2329 -3.2184 1.9523
H -2.6923 5.6019 -0.3152
H -0.9927 6.1098 -0.2173
H -1.7855 5.4183 1.2032
H -2.6219 4.0360 -2.6489
H -1.5033 2.7176 -3.0770
H -0.9215 4.3900 -3.0188
H -3.2082 1.7433 -0.7730
H -3.7082 3.2133 0.0405
H -3.0974 3.6410 2.3812
H -3.1161 2.7096 4.6496
H -3.0348 0.2394 4.9682
H -2.8690 -1.2235 3.0021
H -2.6999 -0.1319 -0.5468
H -3.4977 -1.3438 0.4544
H -2.3206 -3.4543 -1.1063
H -0.5985 -3.6759 -1.4938
H -1.4951 -2.2865 -2.1611
H -2.2637 -3.5667 1.9044
H -1.0426 -2.7851 2.9326
H -0.5574 -4.0566 1.7908
*
```

Calculated values
gap between HOMO and LUMO = 7.00 eV
highest occupied orbital energy = -10.552 eV

=====

# 4
ORCA calculation (ωB97M-V/def2-TZVPD) on a structure of composition C22H36AsBr2N6O2SiZr.

The geometry in ORCA input format:
```
! RIJCOSX wB97M-V def2-TZVPD def2/J DEFGRID3
* xyz 3 1
Zr 0.4475 0.2097 -0.3660
Br 0.9618 -2.8766 5.6477
C 1.0707 -1.9775 4.0378
C 2.0318 -2.3246 3.0926
C 2.0503 -1.6436 1.8961
N 1.2019 -0.6434 1.6099
C 0.3110 -0.2674 2.5565
C 0.2037 -0.9170 3.7662
C -0.3961 1.0186 2.2859
C -1.4056 1.4983 3.0910
C -1.7573 2.8473 2.9970
Br -3.0865 3.5424 4.0736
C -1.0585 3.6645 2.1115
C -0.1463 3.0803 1.2611
N 0.1611 1.7713 1.2960
H 2.7514 -3.1074 3.2859
H 2.7724 -1.9010 1.1324
H -0.4994 -0.5925 4.5185
H -1.8850 0.8662 3.8241
H -1.2394 4.7294 2.0689
H 0.3808 3.6803 0.5329
C 0.6012 -3.2513 -0.6459
Si -1.1943 -2.6717 -0.4621
C -2.2090 -3.1554 -1.9234
C -1.9071 -3.1958 1.1465
O -1.0292 -0.9544 -0.4470
H 0.7160 -3.9681 -1.4613
H 0.9618 -3.7345 0.2633
H 1.2991 -2.4273 -0.8559
H -2.7222 -4.0953 -1.7052
H -1.6093 -3.3214 -2.8204
H -2.9864 -2.4268 -2.1621
H -1.9937 -4.2853 1.1690
H -2.9087 -2.7889 1.2980
H -1.2810 -2.8987 1.9915
C 1.5701 -1.8477 -3.8424
As 2.8089 -0.7371 -2.9056
C 4.1909 -1.7355 -2.0743
C 3.5358 0.5588 -4.0834
O 1.9540 0.1174 -1.6370
H 2.0756 -2.7815 -4.0905
H 1.2667 -1.3433 -4.7588
H 0.6988 -2.0630 -3.2272
H 4.8676 -2.0696 -2.8628
H 3.7768 -2.6002 -1.5592
H 4.7298 -1.0868 -1.3853
H 3.9346 0.0203 -4.9452
H 4.3354 1.1063 -3.5877
H 2.7538 1.2412 -4.4123
C -2.0914 1.9970 -1.2227
N -0.7018 1.5965 -1.7452
C -0.0447 2.8728 -2.2679
N -0.8559 3.5477 -3.2333
C -2.1522 3.8944 -2.6368
N -2.8631 2.6846 -2.2105
C -3.0727 1.8170 -3.3694
N -1.7819 1.4513 -3.9678
C -0.9888 0.7536 -3.0077
C -1.0877 2.6748 -4.3842
H -1.9423 2.6484 -0.3633
H -2.5941 1.0796 -0.9121
H 0.9145 2.5890 -2.7072
H 0.1320 3.5313 -1.4196
H -2.7515 4.4265 -3.3729
H -1.9963 4.5490 -1.7778
H -3.6747 2.3392 -4.1104
H -3.6017 0.9135 -3.0633
H -0.0207 0.5075 -3.4529
H -1.5034 -0.1517 -2.6847
H -1.6937 3.1996 -5.1201
H -0.1326 2.4143 -4.8453
*
```

Calculated values
gap between HOMO and LUMO = 7.20 eV
highest occupied orbital energy = -16.723 eV